Entry 1:
{"formula": "C31H33N3O6", "method": "the ωB97M-V functional and the def2-TZVPD basis", "elements": ["O", "O", "O", "O", "O", "O", "N", "N", "N", "C", "C", "C", "C", "C", "C", "C", "C", "C", "C", "C", "C", "C", "C", "C", "C", "C", "C", "C", "C", "C", "C", "C", "C", "C", "C", "C", "C", "C", "C", "C", "H", "H", "H", "H", "H", "H", "H", "H", "H", "H", "H", "H", "H", "H", "H", "H", "H", "H", "H", "H", "H", "H", "H", "H", "H", "H", "H", "H", "H", "H", "H", "H", "H"], "coordinates": [[-5.062, 4.221, 3.569], [2.444, 0.620, 1.971], [1.048, -1.225, 2.899], [-3.671, 5.862, 3.115], [1.414, 1.974, 0.481], [-1.168, -1.148, 2.656], [-3.945, 4.641, 3.187], [2.499, -2.195, -2.164], [-5.127, -0.730, -2.289], [2.785, 0.050, -2.094], [3.463, -1.183, -2.125], [-6.195, -0.073, -1.564], [3.512, 1.226, -2.149], [-0.925, 1.775, 2.264], [-5.544, -1.887, -3.057], [-0.672, 3.188, 2.155], [2.066, -3.263, 3.523], [1.351, -0.235, -2.071], [0.107, 0.821, 2.117], [-1.991, 1.192, -2.770], [0.753, -2.558, 3.358], [-1.557, -0.683, -1.283], [-0.080, -0.561, 2.579], [0.344, 0.723, -2.038], [-1.055, 0.417, -2.024], [4.914, 1.145, -2.217], [5.576, -0.091, -2.203], [-2.264, 1.389, 2.613], [1.253, -1.649, -2.148], [4.725, 0.049, 1.816], [4.849, -1.291, -2.164], [-3.793, -0.334, -2.180], [3.719, 1.121, 1.508], [2.796, -3.610, -2.272], [-1.651, 4.118, 2.456], [1.353, 1.209, 1.449], [-2.883, -1.075, -1.385], [-3.320, 0.824, -2.850], [-2.949, 3.689, 2.824], [-3.253, 2.312, 2.877], [-4.259, 1.992, 3.139], [-3.247, -1.946, -0.836], [-5.784, 0.760, -0.980], [4.437, -0.900, 1.347], [0.358, -2.255, -2.230], [-6.322, -1.593, -3.780], [-1.624, 2.055, -3.330], [5.330, -2.264, -2.173], [0.666, 1.757, -2.118], [2.771, -2.698, 4.142], [3.938, 2.053, 2.048], [2.976, 2.173, -2.136], [3.662, 1.324, 0.434], [-6.689, -0.788, -0.886], [-4.027, 1.385, -3.464], [5.505, 2.061, -2.282], [2.398, -4.023, -3.209], [1.879, -4.228, 4.001], [-6.957, 0.302, -2.264], [5.709, 0.343, 1.434], [-4.686, -2.307, -3.598], [4.805, -0.114, 2.899], [6.665, -0.116, -2.231], [-2.492, 0.332, 2.672], [3.882, -3.736, -2.257], [0.129, -3.061, 2.612], [0.205, -2.505, 4.310], [0.313, 3.526, 1.847], [2.543, -3.448, 2.555], [-0.877, -1.229, -0.626], [-1.444, 5.185, 2.421], [-5.981, -2.656, -2.402], [2.354, -4.157, -1.429]], "lumo_ev": -2.56, "homo_energy_ev": -5.98, "molar_mass_da": 543.6, "total_charge": 0, "relative_energy_kcal_mol": 8.1}

Entry 2:
{"formula": "C14H36F6O22P4S2Zn", "method": "the ωB97M-V functional and the def2-TZVPD basis", "elements": ["Zn", "S", "S", "P", "P", "P", "P", "F", "F", "F", "F", "F", "F", "O", "O", "O", "O", "O", "O", "O", "O", "O", "O", "O", "O", "O", "O", "O", "O", "O", "O", "O", "O", "O", "O", "C", "C", "C", "C", "C", "C", "C", "C", "C", "C", "C", "C", "C", "C", "H", "H", "H", "H", "H", "H", "H", "H", "H", "H", "H", "H", "H", "H", "H", "H", "H", "H", "H", "H", "H", "H", "H", "H", "H", "H", "H", "H", "H", "H", "H", "H", "H", "H", "H", "H"], "coordinates": [[-11.239, 9.797, 0.719], [-8.649, 9.680, 2.991], [-13.886, 10.542, -1.336], [-8.728, 10.901, -1.391], [-13.254, 8.471, 3.264], [-11.700, 13.008, 1.944], [-10.656, 6.551, -0.555], [-12.641, 9.080, -3.083], [-14.696, 9.500, -3.606], [-14.206, 8.049, -2.053], [-9.135, 7.162, 3.351], [-7.480, 7.522, 2.018], [-7.211, 7.811, 4.142], [-9.604, 9.548, 1.902], [-11.492, 11.750, 1.254], [-8.912, 11.140, -2.933], [-12.843, 8.923, 4.711], [-10.042, 5.611, 0.565], [-9.250, 9.921, 4.279], [-11.891, 5.774, -1.108], [-13.273, 6.894, 3.256], [-7.500, 10.466, 2.656], [-15.240, 10.562, -0.836], [-10.964, 13.198, 3.312], [-13.214, 13.263, 2.293], [-7.514, 9.923, -1.342], [-9.684, 6.479, -1.763], [-12.414, 9.036, 2.219], [-8.263, 12.302, -0.853], [-13.434, 11.704, -2.053], [-12.939, 10.039, -0.351], [-11.259, 14.242, 1.092], [-14.770, 8.855, 3.177], [-9.937, 10.425, -0.745], [-10.932, 7.863, -0.005], [-13.111, 5.877, -0.367], [-8.271, 6.525, -1.544], [-10.027, 11.924, -3.424], [-6.249, 10.301, -1.931], [-11.283, 15.554, 1.680], [-11.399, 12.448, 4.447], [-14.164, 13.323, 1.188], [-7.233, 12.537, 0.142], [-13.886, 9.228, -2.601], [-14.112, 6.207, 4.184], [-8.074, 7.950, 3.142], [-9.845, 4.227, 0.320], [-15.117, 10.260, 3.084], [-11.810, 8.319, 5.494], [-11.391, 7.443, 5.000], [-7.716, 13.081, 0.942], [-13.271, 6.879, 0.033], [-13.583, 6.032, 5.122], [-12.243, 16.008, 1.431], [-15.839, 10.316, 2.274], [-5.570, 10.573, -1.128], [-7.835, 5.543, -1.350], [-7.852, 6.969, -2.441], [-6.385, 11.125, -2.629], [-11.203, 15.536, 2.765], [-14.255, 10.886, 2.859], [-10.627, 11.210, -3.978], [-15.060, 6.707, 4.368], [-8.877, 3.976, 0.753], [-11.012, 9.043, 5.649], [-6.403, 13.034, -0.352], [-13.147, 5.148, 0.443], [-6.885, 11.570, 0.502], [-5.876, 9.430, -2.461], [-14.670, 14.281, 1.303], [-13.929, 5.692, -1.060], [-15.562, 10.553, 4.032], [-7.998, 7.134, -0.679], [-9.774, 3.959, -0.740], [-10.459, 16.122, 1.263], [-13.636, 13.399, 0.237], [-9.636, 12.663, -4.118], [-14.828, 12.472, 1.244], [-12.225, 8.032, 6.459], [-10.607, 12.404, -2.641], [-12.438, 12.129, 4.421], [-10.637, 3.599, 0.724], [-11.258, 13.058, 5.343], [-10.749, 11.588, 4.624], [-14.336, 5.227, 3.765]], "lumo_ev": 0.51, "homo_energy_ev": -9.43, "molar_mass_da": 923.8, "total_charge": 0, "relative_energy_kcal_mol": 0.0}

Entry 3:
{"formula": "C11H20O2", "method": "the ωB97M-V functional and the def2-TZVPD basis", "elements": ["O", "O", "C", "C", "C", "C", "C", "C", "C", "C", "C", "C", "C", "H", "H", "H", "H", "H", "H", "H", "H", "H", "H", "H", "H", "H", "H", "H", "H", "H", "H", "H", "H"], "coordinates": [[1.138, -3.179, -2.166], [-0.787, -2.464, -1.273], [0.791, 1.182, 1.336], [-1.708, 4.007, 2.203], [-0.659, 3.289, 1.415], [1.634, 0.047, -0.790], [0.531, -2.707, -1.241], [-1.459, -2.791, -2.481], [2.182, -1.211, -0.111], [0.455, 0.713, -0.078], [-0.367, 1.911, 2.018], [-2.872, 4.398, 1.721], [1.127, -2.305, 0.086], [1.662, 1.842, 1.300], [-1.312, -3.845, -2.723], [-0.988, 3.188, 0.380], [2.450, 0.769, -0.874], [0.330, -1.973, 0.749], [1.324, -0.213, -1.805], [2.611, -0.956, 0.858], [-0.393, 0.027, -0.043], [0.152, 1.573, -0.679], [-1.072, -2.186, -3.304], [-0.125, 2.040, 3.076], [-3.145, 4.228, 0.692], [-2.511, -2.579, -2.314], [-3.602, 4.908, 2.328], [0.262, 3.879, 1.427], [1.608, -3.186, 0.518], [1.056, 0.318, 1.948], [-1.269, 1.297, 1.958], [2.981, -1.615, -0.736], [-1.461, 4.189, 3.242]], "lumo_ev": 0.92, "homo_energy_ev": -9.67, "molar_mass_da": 184.3, "total_charge": 0, "relative_energy_kcal_mol": 12.8}